# C4H14N2O

A 2-piece molecular cluster, C4H14N2O overall at a distorted geometry (the ωB97M-V functional and the def2-TZVPD basis, OMol25).

Each atom is followed by the atoms it is bonded to, with distances in Å.
Atoms and positions in Å:
1 C 0.24 1.57 1.50  C2 1.558, N6 1.502, H7 1.083, H8 1.082
2 C 0.94 0.90 0.28  C1 1.558, C3 1.526, H9 1.090, H10 1.091
3 C 0.09 -0.18 -0.39  C2 1.526, C4 1.506, H11 1.098, H12 1.089
4 C -1.27 0.25 -0.87  C3 1.506, N5 1.492, H13 1.087, H14 1.094
5 N -2.03 -0.96 -1.31  C4 1.492, H15 1.019, H16 1.017
6 N -0.11 0.55 2.55  C1 1.502, H17 1.015, H18 1.013
7 H 1.01 2.12 2.02  C1 1.083
8 H -0.55 2.27 1.24  C1 1.082
9 H 1.23 1.68 -0.42  C2 1.090
10 H 1.80 0.43 0.76  C2 1.091
11 H -0.02 -1.05 0.27  C3 1.098
12 H 0.75 -0.63 -1.13  C3 1.089
13 H -1.76 0.82 -0.08  C4 1.087
14 H -1.22 0.83 -1.79  C4 1.094
15 H -2.15 -1.54 -0.48  N5 1.019
16 H -2.97 -0.65 -1.55  N5 1.017
17 H -1.12 0.59 2.67  N6 1.015
18 H 0.13 -0.38 2.23  N6 1.013
19 H 2.70 -1.50 -1.71  O21 0.960
20 H 1.82 -2.71 -2.20  O21 0.959
21 O 2.50 -2.43 -1.58  H19 0.960, H20 0.959

The electronic energy comes out at -9402.1489 eV. The SMILES is NCCCCN.O. For the HOMO-LUMO gap, the calculation gives 10.2 eV. The calculation puts the maximum force at 2.02 eV Å⁻¹. The value obtained for the LUMO energy is 0.9 eV.

Atomic partial charges in e from the Löwdin method, atoms 1 to 8: number 1, C, carries -0.2747; number 2, C, carries -0.1953; number 3, C, carries -0.2424; number 4, C, carries -0.2819; number 5, N, carries -0.0160; number 6, N, carries -0.0053; number 7, H, carries 0.0859; number 8, H, carries 0.0956